21
Properties=species:S:1:pos:R:3:forces:R:3 method="wB97M-V/def2-TZVPD" e_lumo_ev=2.81 charge=-1 e_homo_ev=-4.82 smiles="NC1(N)NC=CC(C(=O)[O-])=C1[N+](=O)[O-]"
C -1.180319 0.615598 1.541520 -0.42 -0.73 1.31
C -1.233596 -0.722785 1.573920 -0.58 -2.27 0.50
C -0.309032 1.135745 0.603720 -0.22 3.07 -1.97
C 0.292136 0.399031 -0.359870 -1.73 -0.88 0.99
C -0.187709 2.669727 0.806532 -1.55 -0.80 0.01
C 0.163107 -1.087867 -0.396105 2.23 -1.99 -1.58
N -0.627460 -1.559689 0.663211 -0.84 0.20 1.44
N -0.387440 -1.720834 -1.665370 0.20 -0.40 3.27
N 1.593732 -1.644319 -0.265543 -3.31 -2.72 -3.11
N 0.980360 0.935902 -1.406947 1.14 1.44 -1.16
O 0.833885 2.821266 1.436889 2.78 0.77 1.23
O -1.152083 3.421274 0.642106 -0.32 -0.16 -0.77
O 1.116315 2.142701 -1.564876 -0.23 -0.35 0.25
O 1.490182 0.119804 -2.200718 0.32 0.51 -0.94
H -1.685553 1.304861 2.225838 0.21 -0.64 -0.18
H -1.742858 -1.317911 2.347698 -0.11 0.58 -0.34
H -0.840549 -2.565554 0.648549 0.33 1.01 0.10
H -1.274135 -1.291698 -1.715025 -1.51 0.42 -0.44
H 0.170821 -1.250062 -2.294272 1.30 0.74 -2.48
H 1.914326 -1.143856 0.444531 2.08 2.45 4.24
H 2.065872 -1.261334 -1.065787 0.26 -0.23 -0.37

***

14
Properties=species:S:1:pos:R:3:forces:R:3 method="wB97M-V/def2-TZVPD" e_lumo_ev="-11.40 / -12.41" multiplicity=2 charge=+3 e_homo_ev="-20.49 / -20.93"
C -1.713074 2.010285 -1.389699 2.90 1.32 4.55
C -0.450073 1.797405 -1.154551 -2.79 1.83 -4.40
O -2.794181 2.506449 -1.082122 -1.66 -1.27 -1.92
H -0.278300 2.127934 -2.305596 1.21 -1.30 1.41
H 0.039281 2.320438 -0.324803 0.00 -0.43 -0.38
H -3.090074 3.275162 -1.617499 -0.18 0.51 0.26
O 1.092825 -0.090945 -0.371430 2.02 -0.48 2.15
C 1.681689 -0.419304 0.627071 -2.22 0.36 -2.67
O 1.459006 -1.543904 1.286436 0.68 0.12 1.61
Ba 2.321755 -1.045177 3.891685 0.21 -0.14 -0.06
C 0.568562 -2.571247 0.694749 -0.17 -0.27 -0.38
H -0.394662 -2.125467 0.434439 0.28 0.03 0.02
H 1.110646 -2.935295 -0.181669 -0.35 -0.24 0.20
H 0.446600 -3.306335 1.492989 0.09 -0.05 -0.39

***

52
Properties=species:S:1:pos:R:3:forces:R:3 method="wB97M-V/def2-TZVPD" e_lumo_ev=0.78 charge=0 e_homo_ev=-8.38 smiles=OCC1(C[C@@H]2CCCCO2)CCN(Cc2cccc(O)c2)CC1
O -0.206574 2.030163 -0.747112 -0.26 0.44 0.16
C 0.701752 0.960977 -0.841199 0.26 -0.51 -0.02
H 1.697975 1.324371 -1.135412 -0.04 -0.10 -0.01
H 0.315645 0.351037 -1.659534 0.11 0.02 0.01
C 0.845206 0.096134 0.432104 0.09 0.11 0.08
C 1.492163 -1.248463 0.052415 -0.21 0.06 -0.20
C 0.565053 -2.175667 -0.730091 0.24 0.07 0.09
N -0.652518 -2.398922 0.020369 0.01 -0.06 0.04
C -1.361677 -1.150056 0.214805 0.05 0.19 0.27
C -0.521765 -0.198189 1.062494 -0.07 0.04 -0.23
H -0.361709 -0.649220 2.042703 -0.01 -0.02 0.09
H -1.086729 0.725308 1.192514 0.02 0.02 0.08
H -2.291858 -1.365612 0.747269 -0.04 0.03 -0.08
H -1.619931 -0.664422 -0.740598 -0.07 -0.04 0.03
C -1.480861 -3.470405 -0.514282 0.03 -0.01 0.05
C -2.011765 -3.217037 -1.905256 -0.06 -0.01 -0.08
C -1.273146 -3.600234 -3.014146 -0.02 -0.03 -0.25
C -1.719454 -3.309345 -4.298233 -0.20 0.12 0.15
C -2.916585 -2.627801 -4.475571 0.09 -0.05 -0.11
C -3.658368 -2.250403 -3.370473 -0.01 0.02 0.01
C -3.212545 -2.540557 -2.094540 -0.03 -0.03 0.06
H -3.803359 -2.247384 -1.239712 -0.06 0.03 0.11
H -4.592016 -1.725742 -3.510189 -0.07 0.04 -0.02
H -3.265832 -2.400053 -5.474364 -0.03 0.02 -0.08
O -0.952375 -3.711544 -5.350083 0.10 -0.05 -0.12
H -1.375189 -3.453440 -6.177873 0.03 -0.02 0.13
H -0.343935 -4.137678 -2.904088 0.14 -0.08 0.04
H -2.313908 -3.610159 0.180623 0.03 -0.07 -0.06
H -0.872812 -4.379661 -0.510392 -0.09 -0.01 0.01
H 1.066332 -3.138114 -0.865111 -0.01 0.02 -0.09
H 0.362121 -1.761120 -1.732763 0.02 -0.10 0.04
H 2.398190 -1.071326 -0.531144 0.12 0.01 0.00
H 1.774387 -1.762028 0.972647 0.09 -0.01 0.04
C 1.790029 0.760381 1.455607 -0.30 0.14 0.04
H 2.774913 0.875361 0.996519 0.09 -0.03 -0.01
H 1.906813 0.080298 2.301734 0.01 -0.06 -0.03
C 1.362752 2.104648 2.062345 0.28 -0.11 -0.31
C 2.147486 3.296681 1.496964 -0.40 0.03 0.25
C 1.704031 4.584429 2.189263 0.26 -0.04 0.07
C 1.876831 4.417875 3.697359 -0.27 -0.24 -0.12
C 1.145420 3.154087 4.152080 0.06 0.37 0.27
H 1.332150 2.952246 5.208973 -0.10 0.05 -0.05
O 1.586094 2.009760 3.462011 0.07 -0.15 -0.07
H 0.060447 3.283935 4.002010 0.07 -0.02 0.04
H 1.482249 5.281947 4.232997 0.03 0.03 0.07
H 2.937881 4.317036 3.932726 0.04 0.03 0.06
H 2.291270 5.431264 1.829338 -0.08 0.04 -0.03
H 0.652560 4.782315 1.961423 -0.03 0.05 -0.03
H 2.012973 3.373897 0.416676 0.05 -0.06 -0.12
H 3.208768 3.129093 1.694613 0.04 -0.09 -0.08
H 0.283360 2.276629 1.913059 0.05 -0.01 0.00
H 0.120058 2.664708 -0.101478 -0.04 0.01 -0.06

***

106
Properties=species:S:1:pos:R:3:forces:R:3 method="wB97M-V/def2-TZVPD" e_lumo_ev=-2.72 charge=+1 e_homo_ev=-10.22
Ba -0.119284 -0.244642 0.051068 -0.84 0.48 0.54
C 1.962314 4.369948 0.544818 0.01 0.02 0.00
C 1.173863 3.171881 0.142393 -0.19 -0.27 -0.01
N 0.923983 2.165173 0.896373 0.16 0.23 0.14
O 1.497421 2.155921 2.140883 0.06 -0.08 -0.04
B 0.473713 2.084095 3.252010 0.05 -0.03 -0.13
F 1.188946 1.945455 4.410438 0.00 0.01 0.07
F -0.304146 3.239647 3.181967 -0.04 0.05 0.02
O -0.431763 0.879089 3.165075 -0.02 -0.07 0.12
N -1.283437 0.902678 2.084642 -0.15 0.12 0.14
C -2.410986 1.497144 2.169211 0.25 -0.13 0.05
C -2.991199 2.104516 3.398088 0.08 0.05 0.04
C -3.119854 1.572584 0.849072 0.01 -0.12 0.09
N -2.393096 1.210863 -0.132743 0.03 0.14 -0.43
O -2.982421 1.242860 -1.371280 -0.06 -0.19 0.05
B -2.249116 2.136037 -2.329770 0.06 -0.12 -0.01
F -2.860106 1.974322 -3.545415 -0.01 0.01 -0.05
F -2.301536 3.434447 -1.823497 0.01 0.08 0.00
O -0.794251 1.746460 -2.545251 -0.07 0.00 0.04
N 0.006992 1.933376 -1.440308 0.14 0.08 -0.21
C 0.495828 3.088824 -1.202271 -0.04 -0.06 0.17
C 0.381331 4.297932 -2.062335 0.02 -0.02 -0.05
C -4.514784 2.078260 0.706464 -0.03 0.04 -0.02
H 2.339406 4.241839 1.554710 0.00 0.00 -0.01
H 1.330944 5.258637 0.510915 -0.02 0.01 -0.01
H 2.790304 4.536852 -0.147199 0.01 0.00 0.00
H -2.336194 1.918104 4.243606 -0.02 0.00 0.01
H -3.981289 1.685234 3.588689 -0.01 0.00 0.00
H -3.099235 3.183074 3.279509 0.01 0.01 -0.01
H -0.068736 4.033588 -3.013471 0.00 0.01 -0.02
H 1.368620 4.737463 -2.221203 -0.02 -0.01 0.02
H -0.249587 5.044956 -1.581900 -0.02 0.01 0.02
H -4.837718 2.616726 1.593775 0.00 0.00 -0.01
H -5.203192 1.247624 0.533090 0.00 0.00 0.00
H -4.572844 2.727857 -0.165600 0.00 -0.01 0.00
C 3.921710 -6.476308 0.214308 0.01 -0.05 0.06
O 4.562854 -5.997961 -0.972555 0.02 0.03 -0.13
C 3.969447 -6.421392 -2.145684 0.01 -0.04 0.01
C 4.577036 -7.443936 -2.859906 -0.01 0.03 0.00
C 4.027003 -7.896516 -4.045436 0.02 -0.01 0.02
C 2.859712 -7.320977 -4.527680 -0.02 0.04 0.00
C 2.264223 -6.285582 -3.831861 0.05 -0.01 -0.01
C 2.814485 -5.819766 -2.639744 0.00 -0.01 -0.11
N 2.095741 -4.783141 -1.973411 -0.20 -0.10 0.18
C 2.574733 -3.653305 -1.436372 -1.19 0.09 -0.31
N 3.857888 -3.449241 -1.326089 0.63 0.78 0.43
C 4.056859 -2.170318 -0.854822 1.35 0.19 0.32
C 2.969737 -1.409656 -0.598149 -3.45 -1.09 -1.26
C 2.987877 -0.002174 -0.379399 0.18 -1.94 0.12
C 4.267318 0.465592 -0.267248 0.33 0.85 0.33
C 5.420603 -0.295113 -0.409474 0.39 0.37 0.04
C 5.321311 -1.624338 -0.704649 1.10 -0.60 -0.18
O 6.344510 -2.497546 -0.916139 -0.50 0.39 0.00
C 7.652623 -1.933432 -0.975379 0.11 0.01 0.07
N 1.799072 -2.595855 -1.043365 1.10 -0.47 -0.20
C 0.370174 -2.986153 -1.171752 0.44 1.02 0.43
C -0.417309 -2.447533 -2.177348 0.39 0.43 -0.49
C -1.703698 -2.886554 -2.422979 -0.03 -0.18 0.20
C -2.195336 -3.930993 -1.649925 0.00 0.06 -0.11
C -1.439087 -4.475418 -0.626223 0.11 -0.08 -0.02
C -0.163700 -3.986786 -0.346947 0.12 0.04 0.37
O 0.618542 -4.432700 0.662297 -0.04 0.02 -0.14
C 0.148335 -5.554385 1.407682 0.01 -0.03 -0.04
H 4.529195 -6.141761 1.050863 -0.01 0.00 0.00
H 3.880610 -7.566224 0.199280 0.00 0.01 0.02
H 2.913626 -6.066753 0.300114 -0.06 0.00 0.02
H 5.482843 -7.874683 -2.454997 0.01 -0.01 0.00
H 4.506063 -8.697672 -4.590255 0.00 -0.01 0.00
H 2.419305 -7.666510 -5.452169 0.00 0.00 -0.01
H 1.366892 -5.815608 -4.216811 -0.01 0.00 0.00
H 1.101104 -4.788609 -2.143065 0.01 -0.03 0.00
H 4.558116 -4.186976 -1.322581 0.05 -0.05 0.02
H 2.237284 0.733955 -0.151054 -0.44 -0.21 -0.18
H 4.350985 1.510558 0.000459 0.18 0.05 -0.06
H 6.386197 0.175045 -0.300240 -0.03 0.03 0.03
H 7.933722 -1.521575 -0.003915 0.03 -0.01 -0.05
H 7.700815 -1.157596 -1.742337 0.02 -0.03 0.02
H 8.319125 -2.749571 -1.234162 0.00 0.01 0.01
H 0.011788 -1.655768 -2.786171 -0.04 -0.03 -0.08
H -2.298477 -2.426227 -3.198020 0.00 0.01 -0.03
H -3.189982 -4.317545 -1.832139 0.04 -0.01 0.00
H -1.856655 -5.267742 -0.022327 0.00 0.00 0.00
H 0.919481 -5.768989 2.141072 0.01 0.00 0.00
H 0.004392 -6.418138 0.752991 0.02 0.01 0.04
H -0.785019 -5.321034 1.921811 -0.01 0.00 -0.03
C -4.489513 -2.155176 -0.183188 -0.07 0.02 0.00
N -4.031666 -2.826387 1.023048 -0.06 -0.13 0.00
C -4.992545 -3.688469 1.697748 -0.03 0.07 0.01
C -4.737766 -3.699353 3.189882 0.03 0.00 -0.02
C -3.282845 -4.041791 3.436367 -0.02 0.08 0.06
N -2.409356 -3.155380 2.675354 -0.07 -0.18 -0.04
C -1.136720 -2.822625 3.287843 0.04 0.09 0.01
C -2.780091 -2.599497 1.489821 -0.07 0.29 -0.01
O -1.997230 -1.886180 0.839392 0.29 0.05 0.11
H -5.306218 -1.472033 0.060344 -0.01 0.00 -0.02
H -4.861064 -2.888013 -0.903401 -0.02 0.02 0.01
H -3.681690 -1.584887 -0.630096 -0.04 0.00 0.04
H -4.940441 -4.704626 1.290376 0.00 -0.03 -0.01
H -5.990731 -3.307597 1.478950 0.00 0.00 0.01
H -5.385247 -4.426550 3.678489 0.00 0.00 0.00
H -4.956761 -2.715259 3.608900 0.00 0.00 -0.01
H -3.086873 -5.088570 3.176221 0.00 -0.03 -0.01
H -3.035108 -3.922603 4.491549 0.00 0.00 0.00
H -1.301088 -2.398185 4.279293 0.00 0.01 0.00
H -0.619173 -2.078825 2.692547 -0.02 0.00 0.02
H -0.505055 -3.708230 3.391119 0.01 0.02 0.02

***

80
Properties=species:S:1:pos:R:3:forces:R:3 method="wB97M-V/def2-TZVPD" e_lumo_ev=-1.30 charge=0 e_homo_ev=-5.14
C -1.153751 -0.500995 1.819607 -0.03 -0.35 -0.42
C -1.876043 0.133707 0.772994 0.20 -0.11 0.09
C -1.824056 -0.702458 -0.369738 0.04 0.10 -0.15
H -2.440272 1.064039 0.867031 0.18 -0.29 -0.07
C -1.069179 -1.851505 -0.041413 0.20 -0.01 0.10
C -0.643834 -1.732461 1.311176 -0.44 0.42 -0.11
H -0.167452 -2.506779 1.905653 0.04 0.13 -0.14
H -1.144935 -0.193952 2.861004 0.18 0.07 -0.16
H -2.318953 -0.520108 -1.331677 0.35 -0.14 0.54
H -0.896957 -2.706642 -0.700674 -0.02 0.38 0.22
Ba 1.083559 0.363390 -0.086213 -1.60 -0.80 -1.36
Si 2.619540 0.338134 -7.669633 -0.68 0.08 0.80
C 1.924617 1.816124 -8.546504 0.03 0.96 -0.47
C 2.627377 2.478272 -9.571199 -0.60 0.35 0.01
H 3.624165 2.128636 -9.854551 -0.30 0.16 0.01
C 2.052090 3.576657 -10.233853 0.15 -0.04 0.04
H 2.592757 4.064925 -11.055360 -0.22 -0.21 0.41
C 0.801380 4.070519 -9.842054 -0.06 -0.30 0.38
H 0.369180 4.955961 -10.319727 0.24 -0.36 0.11
C 0.092706 3.428966 -8.811709 0.38 -0.14 -0.27
H -0.879012 3.817480 -8.479462 0.43 -0.27 -0.26
C 0.640204 2.287807 -8.204868 -0.07 0.24 -0.16
H 0.047713 1.771773 -7.439684 0.37 0.17 -0.43
C 2.237452 -1.132724 -8.723733 0.08 -1.13 -0.53
C 1.129017 -1.087112 -9.594552 -0.01 -0.41 0.13
H 0.636266 -0.132791 -9.797056 0.22 -0.27 -0.02
C 0.578192 -2.261744 -10.131667 0.18 0.17 0.22
H -0.311925 -2.202074 -10.766538 0.36 -0.02 0.22
C 1.132361 -3.505246 -9.814499 0.23 0.31 0.17
H 0.666323 -4.421432 -10.184235 0.23 0.28 0.06
C 2.262714 -3.565050 -8.986439 -0.08 0.16 0.03
H 2.690760 -4.540122 -8.734247 -0.11 0.37 -0.07
C 2.808844 -2.391551 -8.443164 -0.56 -0.09 -0.33
H 3.641506 -2.455700 -7.740067 -0.14 -0.06 -0.24
H 1.604986 0.140043 -6.596007 0.41 0.05 0.00
Si 0.334029 0.280399 -3.550088 -0.20 0.35 3.13
C -0.355289 -1.331814 -4.099430 -0.42 -1.26 -1.04
C -1.541143 -1.434110 -4.863330 0.08 -0.42 0.21
H -1.998001 -0.541844 -5.297301 0.19 -0.17 0.17
C -2.165947 -2.672519 -5.077230 0.16 -0.17 -0.06
H -3.085722 -2.736579 -5.681671 0.51 0.10 0.38
C -1.595241 -3.845098 -4.566657 0.02 0.36 0.13
H -2.073441 -4.812314 -4.735879 0.14 0.30 0.04
C -0.408053 -3.768092 -3.822033 -0.02 0.05 -0.29
H 0.053083 -4.684962 -3.442516 -0.17 0.32 -0.08
C 0.201565 -2.534848 -3.601716 -0.40 0.11 -0.32
H 1.135792 -2.490110 -3.038687 -0.21 0.00 -0.02
C -0.820197 1.624348 -4.113214 -0.36 0.89 -0.73
C -2.033395 1.803533 -3.399816 0.17 0.21 -0.35
H -2.282489 1.113893 -2.587163 0.11 0.27 -0.27
C -2.897110 2.863395 -3.694086 0.40 -0.36 -0.10
H -3.800514 3.000250 -3.100332 0.15 -0.01 -0.18
C -2.593853 3.732458 -4.747375 -0.09 0.00 0.16
H -3.266442 4.562492 -4.967351 0.15 -0.24 -0.05
C -1.419276 3.561449 -5.475836 0.07 0.12 0.08
H -1.206307 4.233642 -6.313950 0.04 -0.19 0.41
C -0.515542 2.551482 -5.128885 -0.56 0.01 0.37
H 0.437988 2.489854 -5.642909 -0.12 -0.04 0.11
H 4.023307 0.499733 -7.101792 -0.62 -0.19 -0.51
Cl 2.340570 0.629319 -4.082487 0.79 0.19 -0.64
C -0.395093 4.204694 2.670522 0.29 -0.52 0.05
C 0.305693 4.101559 3.880140 0.06 -0.21 -0.40
C 1.168032 3.021857 4.081108 -0.08 -0.32 -0.38
C 1.329873 2.059025 3.067138 -0.71 1.16 -0.62
N 0.692695 2.207904 1.869283 -0.21 0.39 1.04
C -0.189422 3.217659 1.694409 0.77 -0.08 0.73
C 2.152595 0.837591 3.286262 0.80 -1.27 -0.39
C 2.876875 0.636260 4.473010 -0.22 -0.10 -0.27
C 3.504747 -0.592864 4.693804 -0.19 -0.03 -0.56
C 3.410497 -1.608250 3.725809 -0.31 0.52 -0.11
C 2.729984 -1.324540 2.532631 0.16 1.09 0.63
N 2.166487 -0.115874 2.307007 0.19 -0.08 1.38
H -1.081732 5.023652 2.477556 0.09 -0.17 0.08
H 0.183121 4.847370 4.666884 0.00 -0.20 -0.28
H 1.718799 2.900135 5.012602 -0.37 0.24 -0.21
H -0.741518 3.233943 0.746169 0.32 0.01 0.34
H 2.929920 1.449094 5.201370 0.10 -0.58 -0.14
H 4.061389 -0.753528 5.614342 -0.12 -0.02 -0.19
H 3.854822 -2.587982 3.877916 -0.07 0.21 0.02
H 2.636527 -2.066553 1.728028 0.06 0.33 0.36

***

8
Properties=species:S:1:pos:R:3:forces:R:3 method="wB97M-V/def2-TZVPD" e_lumo_ev="0.02 / -3.32" charge=0 e_homo_ev="-9.93 / -8.97"
C -0.317679 -1.693158 0.070163 -3.06 0.32 -0.59
P -3.745271 0.387353 0.024207 -0.82 -0.76 -0.21
S -4.187525 -0.668152 -1.612424 0.36 0.35 0.37
Cl -4.291278 -0.807367 1.634881 0.28 0.30 -0.20
Cl -5.159716 1.857573 0.191334 0.14 0.13 0.05
H -0.531034 -2.739395 -0.102413 -0.10 0.06 -0.01
H -1.215977 -0.968003 -0.021943 2.14 -1.21 0.27
H 0.672005 -1.457779 0.309315 1.07 0.81 0.33